The following is a quantum chemistry calculation of C3H5N3O in the gas phase in a non-equilibrium geometry, from the OMol25 dataset.

Values from the calculation:
Total charge = 0
Gap between HOMO and LUMO = 9.573 eV
Energy = -9704.577 eV
Energy above the lowest of the compared OMol25 structures with the same formula, charge and spin = 579.5 kJ/mol

```
12
C3H5N3O (wB97M-V/def2-TZVPD)
C -0.90 -0.79 -0.55
C -1.61 0.03 0.59
C -0.36 -0.18 0.77
N -0.58 -0.16 -1.70
N 0.05 0.92 -1.65
N 0.79 0.21 1.37
O 0.44 1.31 -2.85
H -1.21 -1.79 -0.74
H -2.69 0.31 0.66
H 1.63 0.33 0.73
H 0.60 0.97 2.05
H 0.23 0.68 -3.58
```

***

The following is a quantum chemistry calculation of C3H5N3O in the gas phase in a non-equilibrium geometry, from the OMol25 dataset.

Values from the calculation:
Total charge = 0
Gap between HOMO and LUMO = 9.909 eV
Energy = -9708.207 eV
Energy above the lowest of the compared OMol25 structures with the same formula, charge and spin = 229.3 kJ/mol

```
12
C3H5N3O (wB97M-V/def2-TZVPD)
C 0.00 0.46 1.49
C 1.35 0.11 -0.58
C -0.60 -0.51 -0.87
H -1.05 0.27 1.76
H 0.21 1.51 1.71
H 0.66 -0.27 2.06
H 2.13 0.70 0.00
H -2.31 -0.73 -1.31
N 0.18 0.13 0.13
N 1.32 -0.26 -1.81
N -0.09 -0.53 -2.04
O -1.79 -0.86 -0.55
```

***

The following is a quantum chemistry calculation of C3H5N3O in the gas phase, from the OMol25 dataset.

Values from the calculation:
Total charge = 0
Gap between HOMO and LUMO = 8.679 eV
Energy = -9707.359 eV
Energy above the lowest of the compared OMol25 structures with the same formula, charge and spin = 311.1 kJ/mol

```
12
C3H5N3O (wB97M-V/def2-TZVPD)
N 2.14 0.19 -0.13
C 1.04 0.64 0.39
C -0.10 1.24 -0.07
N -1.28 0.66 -0.02
C -1.42 -0.81 0.15
O -2.56 -1.21 0.33
N -0.22 -1.35 0.06
H 2.00 -0.41 -0.93
H 2.91 -0.06 0.48
H -0.05 2.29 -0.35
H -2.14 1.18 -0.10
H -0.31 -2.35 0.20
```

***

The following is a quantum chemistry calculation of C3H5N3O in the gas phase in a non-equilibrium geometry, from the OMol25 dataset.

Values from the calculation:
Total charge = 0
Gap between HOMO and LUMO = 10.914 eV
Energy = -9704.364 eV
Energy above the lowest of the compared OMol25 structures with the same formula, charge and spin = 600.1 kJ/mol

```
12
C3H5N3O (wB97M-V/def2-TZVPD)
C -1.39 -0.20 -0.10
C 0.80 -0.11 -0.81
C 0.69 -0.65 0.71
N -0.74 1.18 0.38
N -0.54 0.55 -0.94
N -0.57 -0.07 1.10
O -2.61 -0.53 -0.17
H 1.53 0.65 -1.09
H 0.93 -0.97 -1.62
H 0.54 -1.64 0.91
H 1.46 -0.25 1.24
H -0.12 2.05 0.38
```

***

The following is a quantum chemistry calculation of C3H5N3O in the gas phase in a non-equilibrium geometry, from the OMol25 dataset.

Values from the calculation:
Total charge = 0
Gap between HOMO and LUMO = 8.579 eV
Energy = -9707.840 eV
Energy above the lowest of the compared OMol25 structures with the same formula, charge and spin = 264.8 kJ/mol

```
12
C3H5N3O (wB97M-V/def2-TZVPD)
N -0.51 0.10 1.89
C -0.15 -0.12 0.57
C -0.97 0.09 -0.50
N -0.37 -0.33 -1.76
C 0.87 0.17 -1.42
O 1.64 0.90 -1.91
N 1.08 -0.56 0.17
H 0.18 0.44 2.54
H -1.38 0.61 1.98
H -1.94 0.53 -0.56
H -0.28 -1.34 -1.90
H 1.83 -0.51 0.88
```

***

The following is a quantum chemistry calculation of C3H5N3O in the gas phase, from the OMol25 dataset.

Values from the calculation:
Total charge = 0
Gap between HOMO and LUMO (alpha / beta) = 8.646 / 8.644 eV
Energy = -9705.232 eV
Energy above the lowest of the compared OMol25 structures with the same formula, charge and spin = 516.4 kJ/mol

```
12
C3H5N3O (wB97M-V/def2-TZVPD)
O -1.97 1.00 -0.31
C -1.85 -0.23 0.31
C -0.38 -0.34 0.19
N -0.08 0.89 -0.39
N 1.65 0.48 -0.51
C 1.73 -0.57 0.25
N 0.56 -1.16 0.57
H -0.23 1.11 -1.36
H -2.36 -1.07 -0.21
H -2.16 -0.29 1.37
H 2.43 1.12 -0.59
H 2.66 -0.95 0.67
```

***

The following is a quantum chemistry calculation of C3H5N3O in the gas phase in a non-equilibrium geometry, from the OMol25 dataset.

Values from the calculation:
Total charge = 0
Gap between HOMO and LUMO = 9.032 eV
Energy = -9703.634 eV
Energy above the lowest of the compared OMol25 structures with the same formula, charge and spin = 670.6 kJ/mol

```
12
C3H5N3O (wB97M-V/def2-TZVPD)
O 1.73 0.21 -1.55
C 0.40 0.37 -1.89
C -0.35 -0.29 -0.09
N 0.13 -1.03 0.79
N -0.41 -0.42 1.99
C -1.31 0.51 1.94
N -0.84 0.55 -0.79
H 1.95 -0.72 -1.36
H 0.02 -0.42 -2.54
H 0.27 1.36 -2.25
H -0.03 -0.91 2.78
H -1.58 0.79 2.96
```

***

The following is a quantum chemistry calculation of C3H5N3O in the gas phase in a non-equilibrium geometry, from the OMol25 dataset.

Values from the calculation:
Total charge = 0
Gap between HOMO and LUMO = 8.656 eV
Energy = -9709.478 eV
Energy above the lowest of the compared OMol25 structures with the same formula, charge and spin = 106.7 kJ/mol

```
12
C3H5N3O (wB97M-V/def2-TZVPD)
N 1.99 0.38 0.62
C 0.69 0.09 0.26
N 0.06 0.72 -0.68
C -1.22 0.23 -0.70
O -1.87 0.85 -1.70
C -1.40 -0.73 0.26
N -0.11 -0.81 0.86
H 2.40 1.01 -0.06
H 2.56 -0.44 0.75
H -1.02 1.36 -1.89
H -2.19 -1.40 0.55
H 0.11 -1.26 1.73
```

***

The following is a quantum chemistry calculation of 2 unconnected molecules or ions with the total composition C3H5N3O in a non-equilibrium geometry, from the OMol25 dataset.

Values from the calculation:
Total charge = 0
Gap between HOMO and LUMO = 11.455 eV
Energy = -9707.378 eV
Energy above the lowest of the compared OMol25 structures with the same formula, charge and spin = 309.3 kJ/mol

```
12
C3H5N3O (wB97M-V/def2-TZVPD)
O -2.69 0.83 -0.33
C -1.72 -0.11 0.06
C -0.45 0.45 -0.38
N 0.28 1.18 -0.92
N 2.62 0.58 -0.06
C 1.91 -0.38 0.15
N 1.18 -1.32 0.47
H -2.42 1.16 -1.20
H -1.88 -1.10 -0.39
H -1.76 -0.22 1.14
H 2.92 0.74 -1.01
H 2.03 -1.90 0.64
```

***

The following is a quantum chemistry calculation of C3H5N3O in the gas phase in a non-equilibrium geometry, from the OMol25 dataset.

Values from the calculation:
Total charge = 0
Gap between HOMO and LUMO = 8.962 eV
Energy = -9709.650 eV
Energy above the lowest of the compared OMol25 structures with the same formula, charge and spin = 90.1 kJ/mol

```
12
C3H5N3O (wB97M-V/def2-TZVPD)
N 2.13 -0.30 -0.05
C 0.76 0.01 -0.03
C 0.05 1.17 -0.10
N -1.28 0.92 0.00
C -1.38 -0.37 0.12
O -2.64 -0.83 0.22
N -0.19 -1.01 0.12
H 2.51 -0.25 -0.99
H 2.66 0.33 0.54
H 0.37 2.19 -0.21
H -3.02 0.06 0.16
H 0.03 -1.99 0.23
```

***

The following is a quantum chemistry calculation of C3H5N3O in the gas phase in a non-equilibrium geometry, from the OMol25 dataset.

Values from the calculation:
Total charge = 0
Gap between HOMO and LUMO = 9.426 eV
Energy = -9705.941 eV
Energy above the lowest of the compared OMol25 structures with the same formula, charge and spin = 447.9 kJ/mol

```
12
C3H5N3O (wB97M-V/def2-TZVPD)
C 0.04 0.70 0.08
C 0.31 -0.72 0.28
C -1.74 0.00 -0.72
H 2.81 1.45 1.08
H 1.12 -0.64 -0.34
H 0.53 -1.04 1.26
H -1.15 -2.08 -0.77
H -2.75 -0.34 -1.17
N 0.85 1.72 0.27
N -0.81 -1.09 -0.51
N -1.28 1.08 -0.19
O 2.07 0.96 0.73
```

***

The following is a quantum chemistry calculation of C3H5N3O in the gas phase in a non-equilibrium geometry, from the OMol25 dataset.

Values from the calculation:
Total charge = 0
Gap between HOMO and LUMO = 8.981 eV
Energy = -9709.080 eV
Energy above the lowest of the compared OMol25 structures with the same formula, charge and spin = 145.1 kJ/mol

```
12
C3H5N3O (wB97M-V/def2-TZVPD)
N 1.16 1.30 -1.23
C 0.24 0.54 -0.47
N -0.93 -0.04 -0.65
C -1.05 -0.81 0.48
O -2.15 -1.57 0.68
C 0.04 -0.71 1.31
N 0.86 0.21 0.66
H 0.99 2.28 -1.34
H 1.51 0.83 -2.05
H -2.69 -1.48 -0.12
H 0.24 -1.18 2.27
H 1.78 0.65 0.45
```

***

The following is a quantum chemistry calculation of C3H5N3O in the gas phase in a non-equilibrium geometry, from the OMol25 dataset.

Values from the calculation:
Total charge = 0
Gap between HOMO and LUMO = 9.231 eV
Energy = -9708.321 eV
Energy above the lowest of the compared OMol25 structures with the same formula, charge and spin = 218.3 kJ/mol

```
12
C3H5N3O (wB97M-V/def2-TZVPD)
C -1.75 0.00 0.42
C 0.28 0.98 -0.06
C 2.22 -0.53 -0.02
H -3.07 -0.08 -0.95
H -1.38 -0.27 1.39
H 0.83 1.86 0.24
H 0.22 -1.02 -0.43
H 2.49 -1.58 -0.11
N -2.79 -0.47 -0.09
N -0.98 1.05 -0.22
N 0.90 -0.26 -0.27
O 3.03 0.33 0.10
```

***

The following is a quantum chemistry calculation of a molecular structure, C3H5N3O in a non-equilibrium geometry, from the OMol25 dataset.

Values from the calculation:
Total charge = 0
Gap between HOMO and LUMO = 7.254 eV
Energy = -9705.878 eV
Energy above the lowest of the compared OMol25 structures with the same formula, charge and spin = 454.0 kJ/mol

```
12
C3H5N3O (wB97M-V/def2-TZVPD)
N 1.39 -0.09 -0.70
C -0.50 -0.84 0.48
C 0.30 0.33 0.41
N 0.08 1.62 0.67
C 0.40 -0.75 -1.30
O -1.36 -1.05 1.48
N -0.25 -1.69 -0.51
H -1.75 -1.93 1.33
H 1.77 0.71 -1.20
H -0.47 2.25 0.09
H 0.30 2.01 1.58
H 0.08 -0.55 -2.32
```

***

The following is a quantum chemistry calculation of C3H5N3O in the gas phase, from the OMol25 dataset.

Values from the calculation:
Total charge = 0
Gap between HOMO and LUMO = 8.108 eV
Energy = -9704.421 eV
Energy above the lowest of the compared OMol25 structures with the same formula, charge and spin = 594.6 kJ/mol

```
12
C3H5N3O (wB97M-V/def2-TZVPD)
O 1.39 -0.75 -0.31
C 1.32 -0.53 1.05
C 0.06 0.30 0.92
N 0.34 1.43 0.12
N -0.52 1.36 -0.81
C -1.15 0.07 -0.76
N -1.05 -0.32 0.56
H -0.09 -0.56 -1.04
H 2.17 0.06 1.45
H 1.15 -1.42 1.68
H -0.47 2.01 -1.59
H -2.06 -0.07 -1.34
```

***

The following is a quantum chemistry calculation of C3H5N3OS in the gas phase in a non-equilibrium geometry, from the OMol25 dataset.

Values from the calculation:
Total charge = 0
Gap between HOMO and LUMO = 8.502 eV
Energy = -20542.135 eV
Energy above the lowest of the compared OMol25 structures with the same formula, charge and spin = 340.1 kJ/mol

```
13
C3H5N3OS (wB97M-V/def2-TZVPD)
C 0.20 0.20 -0.03
C 0.55 1.52 1.57
C -1.29 -1.58 -0.70
N -0.15 0.45 1.14
N 1.30 1.38 -0.48
N -0.17 -0.74 -0.88
O 1.40 2.07 0.69
S 0.42 2.10 3.13
H -2.12 -1.32 -1.26
H -1.01 -2.57 -1.10
H -1.60 -1.71 0.46
H 2.28 0.92 -0.65
H 0.19 -0.73 -1.87
```

***

The following is a quantum chemistry calculation of C3H5N3OS in the gas phase in a non-equilibrium geometry, from the OMol25 dataset.

Values from the calculation:
Total charge = 0
Gap between HOMO and LUMO = 7.983 eV
Energy = -20540.718 eV
Energy above the lowest of the compared OMol25 structures with the same formula, charge and spin = 476.8 kJ/mol

```
13
C3H5N3OS (wB97M-V/def2-TZVPD)
C 3.33 -0.60 -0.33
C 0.35 1.42 -0.16
C -1.14 -0.06 0.12
H 4.00 0.32 -0.65
H 3.99 -1.23 0.39
H 3.09 -1.30 -1.17
H 2.17 0.20 1.42
H 0.85 2.47 -0.16
N 2.17 -0.21 0.52
N 1.00 0.20 -0.14
N -0.95 1.35 0.03
O 0.02 -0.71 0.06
S -2.81 -0.55 -0.06
```

***

The following is a quantum chemistry calculation of a molecular structure, C3H5N3OS in a non-equilibrium geometry, from the OMol25 dataset.

Values from the calculation:
Total charge = 0
Gap between HOMO and LUMO = 8.540 eV
Energy = -20540.731 eV
Energy above the lowest of the compared OMol25 structures with the same formula, charge and spin = 475.5 kJ/mol

```
13
C3H5N3OS (wB97M-V/def2-TZVPD)
C 1.33 0.81 -0.04
C 1.00 -0.60 -0.08
C -0.34 -0.71 0.00
H -2.26 2.01 -0.69
H -2.25 1.47 1.04
H 2.34 1.16 0.09
H 3.03 -1.00 -0.62
H -0.69 -2.87 0.27
N -2.15 1.08 -0.05
N -0.78 0.57 0.00
N 0.24 1.45 0.03
O 2.12 -1.46 0.10
S -1.59 -1.92 -0.04
```

***

The following is a quantum chemistry calculation of C3H5N3S in the gas phase in a non-equilibrium geometry, from the OMol25 dataset.

Values from the calculation:
Total charge = 0
Gap between HOMO and LUMO = 7.654 eV
Energy = -18490.019 eV
Energy above the lowest of the compared OMol25 structures with the same formula, charge and spin = 760.2 kJ/mol

```
12
C3H5N3S (wB97M-V/def2-TZVPD)
C 1.65 -0.45 0.19
C -0.61 0.00 -0.64
C 0.15 0.84 1.48
N -0.21 -1.52 -2.63
N 0.44 0.06 0.29
N -0.59 -0.74 -1.72
S -1.87 -1.12 -2.94
H 2.29 -0.44 1.12
H -1.61 0.37 -0.43
H 1.17 1.19 1.76
H -0.48 1.68 1.28
H -0.34 0.14 2.24
```

***

The following is a quantum chemistry calculation of 2 unconnected molecules or ions with the total composition C3H5N3S in a non-equilibrium geometry, from the OMol25 dataset.

Values from the calculation:
Total charge = 0
Gap between HOMO and LUMO = 8.400 eV
Energy = -18490.462 eV
Energy above the lowest of the compared OMol25 structures with the same formula, charge and spin = 717.5 kJ/mol

```
12
C3H5N3S (wB97M-V/def2-TZVPD)
C 0.99 -1.33 0.85
C 1.23 -0.10 0.38
C -1.11 -0.92 0.45
N -0.34 -1.63 1.12
N -0.41 1.96 -0.54
N -0.02 -0.05 -2.00
S -0.25 0.42 -0.57
H 1.80 -2.07 1.10
H 2.08 0.20 -0.23
H -2.64 -0.91 0.36
H -0.73 2.25 0.41
H 0.15 0.75 -2.59
```